(1)
{"formula": "C4H7N3O", "method": "the ωB97M-V functional and the def2-TZVPD basis", "total_energy_ev": -10774.7599, "gap_ev": 7.75, "largest_force_ev_per_a": 2.88, "de_lowest_ev": 4.987, "e_lumo_ev": 0.791, "smiles": "C[C@@]12NN1C(N)=C2O", "symbols": ["C", "N", "C", "C", "C", "N", "O", "N", "H", "H", "H", "H", "H", "H", "H"], "xyz": [[2.115, 0.013, -0.345], [0.419, 1.359, 0.982], [-0.310, -0.794, 0.205], [-1.239, 0.150, -0.118], [0.787, 0.206, 0.298], [-2.549, 0.141, -0.365], [-0.374, -2.027, 0.759], [-0.458, 1.280, -0.268], [-0.687, -2.648, 0.086], [1.083, 2.114, 0.806], [-3.030, 1.030, -0.390], [-3.106, -0.656, -0.094], [2.857, 0.739, -0.007], [2.480, -0.992, -0.118], [2.012, 0.086, -1.431]], "forces_ev_per_a": [[0.22, 0.09, -0.16], [-0.70, -0.26, 1.54], [-0.99, 1.33, -0.18], [0.75, -2.26, 0.94], [-0.58, 1.10, -1.58], [-1.42, 0.27, -0.18], [-0.24, -1.29, 0.29], [2.56, 1.02, -0.84], [0.28, 0.12, 0.26], [-0.07, -0.14, -0.20], [0.14, -0.15, -0.02], [0.20, 0.13, 0.04], [-0.06, -0.04, -0.04], [-0.07, 0.10, 0.02], [-0.02, -0.02, 0.10]], "mulliken_charge": [-1.26, -0.42, 0.04, 0.24, 0.88, -0.42, -0.57, -0.58, 0.33, 0.32, 0.26, 0.21, 0.36, 0.33, 0.28]}

***

(2)
{"formula": "C4H7N3O", "method": "the ωB97M-V functional and the def2-TZVPD basis", "total_energy_ev": -10775.0012, "gap_ev": 9.05, "largest_force_ev_per_a": 0.88, "de_lowest_ev": 4.746, "e_lumo_ev": 0.715, "smiles": "NC#CO.C#N.C=N", "symbols": ["C", "C", "N", "C", "C", "O", "N", "N", "H", "H", "H", "H", "H", "H", "H"], "xyz": [[-1.240, -1.228, -0.952], [-0.737, -1.456, 0.116], [-0.180, -1.652, 1.328], [-1.562, 1.451, -0.606], [1.948, 1.169, 0.709], [-1.840, -1.210, -2.132], [-0.614, 1.924, -1.039], [2.247, -0.050, 0.656], [-1.678, -0.373, -2.578], [-0.680, -1.194, 2.081], [0.815, -1.452, 1.347], [1.803, 1.827, -0.139], [2.346, -0.446, -0.291], [-2.455, 1.069, -0.182], [1.828, 1.623, 1.683]], "forces_ev_per_a": [[0.18, -0.51, 0.13], [-0.40, 0.20, -0.58], [-0.02, -0.09, 0.40], [0.08, 0.39, 0.07], [0.16, 0.19, -0.23], [-0.07, -0.17, 0.06], [0.04, 0.15, -0.19], [0.16, -0.85, -0.13], [0.12, 0.20, -0.02], [0.20, -0.13, -0.07], [-0.07, 0.07, 0.17], [0.00, 0.02, -0.28], [-0.09, 0.61, 0.27], [-0.21, -0.16, 0.10], [-0.07, 0.10, 0.30]], "mulliken_charge": [-0.05, 0.21, -0.54, 0.05, -0.26, -0.56, -0.43, -0.58, 0.37, 0.25, 0.37, 0.29, 0.22, 0.37, 0.29]}